# 1
A structure of composition C35H33O8PS in a non-equilibrium geometry. Source: the Open Molecules 2025 dataset; level of theory: ωB97M-V/def2-TZVPD.

```
78
Properties=species:S:1:pos:R:3:lowdin_charge:R:1
S -1.359 4.720 -2.128 0.8512
P -1.555 3.869 -4.816 0.9256
O -1.407 1.621 7.939 0.1093
O -0.658 -1.332 3.534 0.0965
O -1.032 5.024 -3.689 -0.5588
O 0.316 1.438 -0.625 -0.0289
O -1.288 5.980 -1.437 -0.3771
O 2.392 -6.878 -2.227 0.1084
O 0.064 3.957 -1.884 -0.3397
O 1.035 -1.705 -1.935 0.0926
C 3.132 -3.022 -5.311 -0.0554
C 0.085 -4.166 1.282 -0.0459
C 0.424 -5.514 1.209 -0.0511
C -1.151 -2.692 5.932 -0.0031
C 2.432 2.525 -1.242 -0.0173
C -1.373 -3.306 7.152 -0.0565
C 1.358 -2.874 -2.002 -0.2711
C 1.189 2.525 -0.345 -0.4113
C -1.524 -2.539 8.302 -0.0553
C 1.387 -5.161 -0.962 -0.0834
C -0.546 3.589 4.355 -0.0471
C 0.392 -3.318 0.234 0.0063
C 3.187 -5.220 -4.334 -0.0012
C -3.669 5.413 -5.680 -0.1604
C 0.108 1.698 -4.416 -0.1631
C 2.467 -4.752 -3.242 -0.0797
C 1.069 -6.011 0.089 -0.0014
C -0.802 -0.666 4.538 -0.2716
C -1.208 0.952 6.948 -0.2764
C -1.079 -1.307 5.855 -0.0811
C 1.043 -3.810 -0.890 -0.0820
C 0.364 3.784 -0.497 -0.2215
C -1.295 2.207 -4.070 -0.4188
C -0.323 2.821 3.218 -0.0463
C -0.841 2.977 5.560 -0.0001
C 2.092 -3.408 -3.182 -0.0811
C -3.373 4.082 -4.942 -0.4141
C 2.420 -2.548 -4.223 -0.0020
C -1.467 -1.158 8.229 -0.0008
C -0.402 1.440 3.281 0.0092
C -1.249 -0.537 7.007 -0.0810
C -0.913 1.592 5.634 -0.0817
C -0.701 0.821 4.489 -0.0776
C 2.105 -5.703 -2.149 -0.2763
C 3.521 -4.357 -5.363 -0.0547
H -3.882 4.062 -3.979 0.0715
H 1.499 2.483 0.706 0.1292
H -2.753 5.951 -5.910 0.0466
H 0.869 2.223 -3.841 0.0487
H 0.175 0.624 -4.261 0.0632
H 2.662 3.529 -1.584 0.0873
H -2.031 1.562 -4.557 0.0797
H 0.181 -6.178 2.029 0.1069
H -0.414 -3.769 2.156 0.0956
H 0.854 0.694 -0.907 0.0686
H 3.482 -6.260 -4.368 0.1208
H -4.206 5.198 -6.599 0.0630
H -0.554 3.638 0.079 0.1100
H -3.703 3.234 -5.540 0.0698
H 2.232 1.892 -2.107 0.0698
H 2.117 -1.512 -4.172 0.1121
H 4.087 -4.722 -6.209 0.1079
H -1.014 3.566 6.450 0.1212
H -1.588 -0.554 9.118 0.1209
H -0.490 4.668 4.299 0.1102
H 3.294 2.094 -0.738 0.0806
H 3.389 -2.352 -6.120 0.1080
H 0.131 -2.270 0.286 0.1200
H -4.302 6.041 -5.061 0.0661
H 0.310 1.925 -5.463 0.0556
H -0.089 3.304 2.278 0.0847
H 0.907 4.640 -0.101 0.1342
H 1.335 -7.057 0.024 0.1201
H -1.486 2.145 -3.000 0.0584
H -1.426 -4.385 7.210 0.1073
H -1.028 -3.281 5.033 0.1131
H -0.236 0.839 2.397 0.1165
H -1.688 -3.022 9.256 0.1078
```

## Properties
HOMO level (eV): -8.6
Kohn-Sham gap (eV): 7.47
Largest force on an atom (eV/A): 1.39
Lowest unoccupied orbital energy (Ha): -0.0408
Electronic energy (Eh): -2695.01899

=====

# 2
A cluster of 2 separate species, C4H5FO in total in a non-equilibrium geometry. Source: the Open Molecules 2025 dataset; level of theory: ωB97M-V/def2-TZVPD.

```
11
Properties=species:S:1:pos:R:3:lowdin_charge:R:1
F -0.640 1.877 -0.661 0.0243
O 0.425 1.061 2.690 0.0880
C -0.150 0.658 -0.303 -0.2984
C 0.257 -0.465 -1.191 -0.0796
C 0.912 0.646 1.718 -0.0534
C -0.942 -0.569 -0.270 -0.1104
H 1.024 -1.067 -0.930 0.0567
H 0.016 -0.400 -2.216 0.0953
H -1.927 -0.568 -0.772 0.1246
H 1.813 0.040 1.444 0.0962
H -0.788 -1.213 0.491 0.0568
```

## Properties
ΔE to the lowest compared entry with this formula, charge and spin (kJ/mol): 349.07
HOMO level (eV): -8.3
Kohn-Sham gap (eV): 9.00
Largest force on an atom (eV/A): 4.21
Lowest unoccupied orbital energy (Ha): 0.0261
Electronic energy (Eh): -330.35479

=====

# 3
A structure of composition C18H16F10N3PtS2 in a non-equilibrium geometry. Source: the Open Molecules 2025 dataset; level of theory: ωB97M-V/def2-TZVPD.

```
50
Properties=species:S:1:pos:R:3:lowdin_charge:R:1
Pt 0.067 -0.944 0.573 0.4968
S -0.886 -0.950 2.522 0.6127
S -0.398 -2.351 -1.100 0.6202
F -2.099 -4.738 -0.597 0.1017
F 3.159 -5.848 0.111 0.1414
F -6.392 1.144 2.777 0.1545
F -5.314 -0.218 4.865 0.1480
F -1.340 -7.209 0.108 0.1482
F -2.390 0.765 0.398 0.0321
F -4.908 1.615 0.553 0.1289
F 2.436 -3.383 -0.611 0.0563
F -2.795 -1.122 4.723 0.1010
F 1.286 -7.782 0.466 0.1575
N 2.116 -0.483 -0.181 -0.0499
N -0.375 -0.013 -3.494 0.2276
N 0.401 2.091 0.076 0.0420
C 0.474 2.091 -2.364 -0.0882
C 2.585 1.876 -1.004 -0.0958
C -4.387 0.935 1.573 -0.1410
C -0.426 -6.265 -0.068 -0.1334
C 1.916 0.040 -2.575 -0.1065
C -4.593 0.004 3.774 -0.1346
C 1.467 -4.303 -0.432 -0.2223
C -5.147 0.699 2.709 -0.1265
C -3.084 0.476 1.511 -0.2331
C -3.290 -0.455 3.684 -0.2406
C 2.649 0.370 -1.279 -0.3225
C 0.132 -3.968 -0.621 -0.4735
C 1.872 -5.570 -0.063 -0.1389
C -0.802 -4.981 -0.433 -0.2354
C 0.915 -6.560 0.119 -0.1243
C -2.506 -0.244 2.549 -0.4813
C 1.195 2.515 -1.073 -0.3683
C 0.513 0.585 -2.428 -0.3538
H 2.458 -1.429 -0.332 0.0604
H 1.325 3.604 -1.107 0.1460
H -0.548 2.478 -2.364 0.1301
H 3.207 2.344 -1.771 0.1324
H 0.856 2.347 0.945 0.0907
H -0.011 0.121 -4.440 0.1767
H 3.060 2.113 -0.049 0.1283
H -0.449 -1.023 -3.291 0.0952
H 2.514 -0.166 0.698 0.1014
H 1.905 -1.040 -2.736 0.1160
H -0.513 2.529 0.090 0.0849
H 3.706 0.116 -1.409 0.1545
H 2.435 0.508 -3.417 0.1394
H 0.994 2.520 -3.225 0.1347
H 0.123 0.149 -1.509 0.0344
H -1.320 0.377 -3.458 0.1761
```

## Properties
Total charge: +1
ΔE to the lowest compared entry with this formula, charge and spin (kJ/mol): 157.79
HOMO level (eV): -10.8
Kohn-Sham gap (eV): 6.58
Largest force on an atom (eV/A): 1.57
Lowest unoccupied orbital energy (Ha): -0.1552
Electronic energy (Eh): -2773.85623

=====

# 4
A cluster of 2 separate species, C5H5N2O4S in total in a non-equilibrium geometry. Source: the Open Molecules 2025 dataset; level of theory: ωB97M-V/def2-TZVPD.

```
17
Properties=species:S:1:pos:R:3:lowdin_charge:R:1
S -0.613 1.756 -0.171 0.3881
O -1.641 0.712 -0.155 -0.3894
O 1.159 -1.431 -2.555 -0.1046
O -0.752 2.730 0.896 -0.3683
O -0.380 2.327 -1.492 -0.3561
N 2.248 -0.998 -0.723 0.0565
N 2.207 -1.721 -1.708 0.0075
C 1.205 -0.071 -0.721 -0.3207
C 0.900 0.832 0.192 -0.0617
C -1.408 -1.556 3.395 -0.0188
C 0.440 -0.337 -1.996 -0.1401
C -1.641 -0.797 2.500 0.0097
H 0.457 0.530 -2.664 0.1187
H 1.432 0.986 1.110 0.0906
H -1.823 -0.151 1.677 -0.0170
H -0.597 -0.601 -1.780 0.1179
H -1.192 -2.209 4.193 -0.0123
```

## Properties
Total charge: -1
ΔE to the lowest compared entry with this formula, charge and spin (kJ/mol): 306.69
HOMO level (eV): -5.8
Kohn-Sham gap (eV): 9.19
Largest force on an atom (eV/A): 1.16
Lowest unoccupied orbital energy (Ha): 0.1263
Electronic energy (Eh): -1002.11650

=====

# 5
A structure of composition C55H72Ge2MnN5O2S4. Source: the Open Molecules 2025 dataset; level of theory: ωB97M-V/def2-TZVPD.

```
141
Properties=species:S:1:pos:R:3:lowdin_charge:R:1
Ge 0.037 -0.550 -3.935 0.0413
Ge 1.904 -2.894 -2.729 0.5511
Mn -0.861 0.218 -0.481 0.5915
S -0.373 -3.750 -2.700 0.0779
S -1.479 -2.009 -2.973 0.1220
S 0.829 0.583 -2.238 0.2147
S 1.540 -1.918 -4.828 0.1926
O -4.554 2.285 -1.834 0.0280
O 0.330 -1.944 -0.217 -0.2387
N -0.906 2.318 0.795 -0.2958
N 0.758 0.109 1.848 -0.2611
N -2.720 0.901 -1.212 0.0205
N -3.488 -0.971 1.049 -0.0422
N -2.220 -1.388 0.530 -0.1157
C 2.082 0.192 1.230 -0.0908
C -4.014 -0.134 -4.644 -0.0295
C -3.748 -3.708 -5.873 -0.2697
C 1.095 -5.475 -7.550 -0.0284
C -2.351 -1.301 -6.142 -0.1716
C 3.219 -5.259 -1.835 -0.2500
C 2.467 -3.992 1.646 -0.0290
C 1.171 -5.591 0.214 -0.0309
C -1.484 1.963 -7.743 -0.0663
C 3.592 4.721 -2.412 -0.0578
C 3.507 -3.102 1.877 -0.2858
C 2.336 -4.665 0.436 -0.2133
C 2.710 -4.757 -3.046 -0.2624
C 4.417 -2.878 0.851 -0.0168
C -0.551 2.492 -6.870 -0.0444
C 0.215 2.518 1.714 -0.2030
C -3.630 1.591 -1.534 -0.5811
C 2.216 2.412 -5.102 -0.2143
C -0.683 -2.398 -7.685 -0.0323
C -1.123 3.482 -3.628 -0.0318
C 3.705 -6.562 -1.731 -0.0461
C 3.085 3.139 -4.299 -0.0156
C 2.761 1.554 -6.210 -0.0292
C 2.624 3.982 -3.297 -0.2751
C 3.667 -2.419 3.209 -0.0642
C 0.194 -6.433 -5.425 -0.0336
C -3.514 -1.348 -5.373 -0.2616
C 1.875 -4.626 -9.791 -0.0586
C -0.144 1.789 -5.737 -0.2124
C 3.696 -7.402 -2.830 -0.0742
C 5.301 -3.225 -1.463 -0.0395
C -4.194 -2.554 -5.248 -0.0304
C -0.880 3.382 -0.217 -0.1004
C -4.496 -5.008 -5.739 -0.0542
C 0.463 1.318 2.603 -0.2134
C -2.607 -3.630 -6.661 -0.0087
C 1.253 4.110 -3.124 -0.0416
C 2.040 -4.799 -8.304 -0.2826
C 3.278 -4.447 -0.575 -0.1881
C 3.365 -4.497 -6.296 -0.2299
C 0.354 3.380 -3.890 -0.2523
C -1.907 -2.441 -6.816 -0.1968
C -1.644 0.001 -6.337 -0.2137
C 1.259 -5.682 -6.183 -0.2016
C 0.703 -1.038 2.749 -0.0999
C -2.028 0.722 -7.467 -0.0425
C 3.223 -6.916 -4.037 -0.0375
C 4.322 -3.539 -0.366 -0.2288
C 2.746 -5.609 -4.156 -0.2170
C -0.683 0.524 -5.457 -0.1847
C 0.841 2.506 -4.866 -0.1878
C -2.172 2.362 1.535 -0.0872
C 4.616 -3.973 -5.642 -0.0364
C 3.162 -4.298 -7.654 -0.0146
C 2.409 -5.208 -5.557 -0.1482
H 5.223 -2.166 1.001 0.1179
H -2.314 -1.941 -0.324 0.0355
H 3.905 -3.748 -8.222 0.1128
H -3.810 0.788 -5.187 0.0834
H 0.228 -7.501 -5.655 0.0822
H 1.490 -6.635 0.177 0.0808
H -2.276 1.488 2.176 0.0744
H -5.087 -0.198 -4.462 0.0828
H 0.304 -6.310 -4.349 0.0551
H -0.284 -1.089 3.211 0.0879
H -2.245 -4.519 -7.170 0.1089
H -3.785 -0.214 0.438 0.0299
H -0.902 4.376 0.254 0.0980
H 2.382 -0.791 0.873 0.0741
H 1.291 1.558 3.294 0.1251
H 2.303 -3.681 -10.126 0.0743
H -0.794 -6.058 -5.700 0.0647
H 0.201 -5.859 -8.033 0.1164
H -3.522 -0.053 -3.672 0.0461
H 1.454 -0.955 3.552 0.0758
H 4.380 -3.166 -4.947 0.0608
H -1.344 4.306 -2.948 0.0752
H 1.106 2.741 1.123 0.1172
H 2.644 0.496 -5.978 0.0389
H 0.221 -2.376 -7.072 0.0230
H -3.810 -5.836 -5.556 0.0709
H 2.836 0.539 1.956 0.0906
H 0.677 -5.372 -0.735 0.0357
H 0.438 -5.482 1.014 0.0764
H 6.239 -2.849 -1.054 0.0750
H -2.776 0.292 -8.123 0.1230
H 3.082 5.476 -1.813 0.0679
H -1.690 3.631 -4.547 0.0839
H -0.672 -1.512 -8.321 0.0792
H -1.738 -1.947 1.223 0.0721
H -5.086 -2.591 -4.630 0.1142
H 5.508 -4.097 -2.082 0.0774
H 4.466 -2.885 3.790 0.0796
H 3.823 1.751 -6.359 0.0738
H 4.153 3.049 -4.469 0.1141
H 4.069 -8.416 -2.752 0.0960
H 5.306 -3.584 -6.392 0.0736
H 0.873 4.787 -2.365 0.1061
H 4.369 5.216 -2.997 0.0728
H 5.122 -4.756 -5.073 0.0823
H -0.640 -3.284 -8.316 0.0620
H -4.168 -1.721 0.952 0.0662
H -5.209 -4.967 -4.916 0.0700
H 2.077 0.867 0.374 0.0484
H 3.925 -1.366 3.087 0.0675
H 2.235 1.740 -7.148 0.0797
H -0.116 3.467 -7.055 0.1222
H -1.793 2.518 -8.621 0.0991
H 0.823 -4.644 -10.078 0.0675
H 3.233 -7.548 -4.919 0.1195
H -2.229 3.272 2.150 0.0927
H 0.018 3.393 2.355 0.1235
H -0.421 1.131 3.217 0.1091
H -5.050 -5.234 -6.653 0.0763
H 0.882 -1.952 2.188 0.0573
H 1.733 -4.168 2.426 0.1138
H 0.022 3.287 -0.824 0.0593
H 4.883 -2.454 -2.119 0.0711
H -1.485 2.553 -3.175 0.0608
H -1.742 3.279 -0.870 0.0596
H -0.061 -2.608 -0.819 -0.1036
H 4.089 -6.905 -0.777 0.1175
H 2.379 -5.429 -10.335 0.0755
H 4.088 4.029 -1.728 0.0779
H -3.000 2.356 0.835 0.0667
H 1.073 -1.624 -0.763 -0.0896
H 2.751 -2.481 3.796 0.0556
```

## Properties
Total charge: -1
ΔE to the lowest compared entry with this formula, charge and spin (kJ/mol): 0.00
HOMO level (alpha / beta) (eV): -4.0 / -4.0
2S+1: 6
Kohn-Sham gap (alpha / beta) (eV): 6.27 / 6.30
<S²>: 8.75
Largest force on an atom (eV/A): 0.51
Lowest unoccupied orbital energy (alpha / beta) (Ha): 0.0845 / 0.0844
Electronic energy (Eh): -9461.21383

=====

# 6
A cluster of 2 separate species, C10H15NO2 in total in a non-equilibrium geometry. Source: the Open Molecules 2025 dataset; level of theory: ωB97M-V/def2-TZVPD.

```
28
Properties=species:S:1:pos:R:3:lowdin_charge:R:1
O -3.983 -0.755 1.164 0.0085
O 3.230 -0.179 -2.116 0.0445
N 3.050 -0.560 0.083 0.1457
C -0.748 1.787 0.631 -0.2850
C 0.439 2.679 0.429 -0.0552
C 2.662 -0.770 -1.216 -0.5690
C 1.694 -1.905 -1.477 -0.1566
C -3.148 1.469 0.769 -0.0144
C 2.564 -3.185 -1.338 -0.0827
C -2.041 2.283 0.554 -0.0470
C -1.643 -0.414 1.013 -0.0169
C -2.917 0.117 0.951 -0.3320
C -0.553 0.444 0.946 -0.0418
H -4.575 -0.748 0.390 0.1118
H 2.828 -1.135 0.881 0.0986
H 0.851 -1.923 -0.790 0.0922
H 0.470 0.102 1.053 0.0920
H 3.663 0.211 0.309 0.1077
H 3.084 -3.198 -0.384 0.0655
H -2.164 3.354 0.436 0.1119
H -1.588 -1.496 0.957 0.1168
H -4.130 1.919 0.693 0.1158
H 0.177 3.616 -0.066 0.0763
H 1.945 -4.069 -1.486 0.0714
H 0.900 2.996 1.367 0.0813
H 1.262 -1.833 -2.463 0.1105
H 1.242 2.204 -0.136 0.0694
H 3.307 -3.164 -2.133 0.0805
```

## Properties
ΔE to the lowest compared entry with this formula, charge and spin (kJ/mol): 45.83
HOMO level (eV): -8.8
Kohn-Sham gap (eV): 9.47
SMILES: Cc1ccc(O)cc1.CCC(N)=O
Largest force on an atom (eV/A): 1.03
Lowest unoccupied orbital energy (Ha): 0.0263
Electronic energy (Eh): -595.28822